Record 1
{
  "formula": "C53H47ClF10NO3S",
  "method": "ωB97M-V/def2-TZVPD",
  "spin_multiplicity": 1,
  "e_homo_ev": -10.42,
  "homo_lumo_gap_ev": 5.853,
  "total_charge": 1,
  "elements": ["C", "C", "C", "C", "C", "C", "O", "O", "C", "F", "C", "C", "C", "C", "C", "C", "F", "C", "F", "F", "C", "S", "N", "C", "C", "O", "Cl", "H", "H", "H", "H", "H", "H", "H", "H", "H", "H", "H", "H", "H", "H", "H", "H", "H", "F", "C", "C", "C", "C", "C", "C", "H", "H", "H", "H", "H", "F", "C", "C", "C", "C", "C", "C", "H", "H", "H", "H", "H", "F", "C", "C", "C", "C", "C", "C", "H", "H", "H", "H", "H", "F", "C", "C", "C", "C", "C", "C", "H", "H", "H", "H", "H", "F", "C", "C", "C", "C", "C", "C", "H", "H", "H", "H", "H", "F", "C", "C", "C", "C", "C", "C", "H", "H", "H", "H", "H"],
  "xyz": [[4.11790, -1.84428, 0.23847], [3.07458, -1.54035, -0.54614], [3.29980, -0.44974, -1.56026], [2.66350, 0.73723, -1.30358], [2.81090, 1.81110, -2.16064], [2.06512, 3.07707, -1.77112], [2.57946, 4.02145, -1.24573], [0.70302, 3.07097, -1.99606], [0.35930, 3.02735, -3.35758], [0.43474, 4.33982, -3.81757], [-1.05698, 2.54471, -3.58899], [-1.19608, 0.99320, -3.62868], [3.59635, 1.65994, -3.32129], [3.77414, 2.84044, -4.27749], [4.52554, 4.00976, -3.54480], [5.35608, 4.81848, -4.53207], [6.68329, 4.93640, -4.34330], [4.70886, 5.41893, -5.56620], [4.97083, 5.16951, -6.83302], [3.74226, 6.27626, -5.29860], [4.18437, 0.43719, -3.54893], [5.13084, 0.23697, -5.05668], [4.04772, -0.59641, -2.66584], [4.71157, -1.86937, -2.96721], [3.96157, -2.67564, -4.05939], [4.49344, -3.64488, -4.50406], [2.33966, -2.20274, -4.59858], [3.99885, -2.07877, 1.29205], [5.10329, -1.79550, -0.23401], [2.10038, -2.01921, -0.45568], [2.06546, 0.82231, -0.40061], [1.05412, 2.44742, -3.98084], [-1.34286, 2.92084, -4.57327], [-1.77329, 2.92379, -2.85488], [-0.24126, 0.45252, -3.59191], [-1.73402, 0.69670, -4.53710], [-1.84965, 0.68080, -2.80527], [2.81110, 3.17595, -4.68238], [4.39105, 2.58336, -5.14190], [3.76977, 4.70247, -3.15733], [5.18598, 3.62490, -2.75958], [6.28385, -0.36482, -4.66374], [4.75362, -2.52981, -2.09998], [5.74358, -1.72281, -3.28460], [2.31404, -3.52057, 1.61472], [1.14648, -4.19833, 1.78094], [0.73232, -5.07159, 0.79588], [-0.45772, -5.76600, 0.96875], [-1.21699, -5.56917, 2.11521], [-0.78508, -4.68270, 3.09244], [0.40840, -3.99506, 2.92800], [1.33535, -5.20559, -0.09398], [-0.79211, -6.45999, 0.20902], [-2.14346, -6.10612, 2.24684], [-1.37817, -4.52624, 3.98422], [0.76587, -3.30614, 3.68369], [-3.49896, 2.68763, -4.82767], [-4.21070, 3.74766, -5.28612], [-5.11100, 3.55947, -6.31449], [-5.83935, 4.64375, -6.78107], [-5.65087, 5.90038, -6.22193], [-4.73755, 6.07311, -5.19150], [-4.01477, 4.98913, -4.71481], [-5.23777, 2.57397, -6.74378], [-6.55349, 4.50801, -7.58212], [-6.21716, 6.74560, -6.59062], [-4.58703, 7.05283, -4.75795], [-3.30384, 5.10343, -3.90600], [-0.94291, -2.68074, 6.32391], [0.20468, -2.11782, 6.75235], [0.71328, -2.47328, 7.98490], [1.89734, -1.89420, 8.41970], [2.55004, -0.96278, 7.62220], [2.02239, -0.61283, 6.38619], [0.84405, -1.19760, 5.94501], [0.18558, -3.19443, 8.59534], [2.30993, -2.16870, 9.38064], [3.47107, -0.50978, 7.96555], [2.52849, 0.11568, 5.76589], [0.42040, -0.94398, 4.98100], [-3.68565, -6.32012, 3.79322], [-3.63866, -7.06390, 4.92122], [-4.62451, -6.90428, 5.87364], [-4.57649, -7.67183, 7.02836], [-3.54138, -8.57791, 7.21871], [-2.55574, -8.72150, 6.25184], [-2.60534, -7.96343, 5.09066], [-5.41840, -6.18716, 5.70997], [-5.34669, -7.56262, 7.78021], [-3.50401, -9.17251, 8.12217], [-1.74700, -9.42450, 6.40155], [-1.85067, -8.06707, 4.32129], [0.10237, -1.04499, 10.62878], [-1.21776, -0.77532, 10.60283], [-1.99066, -1.07905, 11.70586], [-3.34863, -0.79582, 11.67648], [-3.91564, -0.22416, 10.54492], [-3.12398, 0.07016, 9.44298], [-1.76352, -0.20162, 9.47146], [-1.53129, -1.53150, 12.57512], [-3.96485, -1.02167, 12.53664], [-4.97594, -0.00800, 10.52310], [-3.56622, 0.51198, 8.55970], [-1.12747, 0.02810, 8.62575], [-3.11772, 3.70503, -9.11356], [-1.97876, 4.35434, -8.81421], [-1.36503, 4.11414, -7.60088], [-0.18695, 4.78028, -7.29339], [0.35599, 5.68398, -8.19728], [-0.27637, 5.91749, -9.41153], [-1.44904, 5.24544, -9.72665], [-1.80803, 3.41219, -6.90539], [0.30655, 4.59570, -6.34748], [1.27252, 6.20683, -7.95445], [0.14380, 6.62452, -10.11449], [-1.95130, 5.40828, -10.67116]],
  "forces_ev_per_a": [[-0.2, 0.2, -0.4], [0.9, -0.2, -0.3], [-0.6, -1.7, 0.3], [-0.3, 0.7, 0.1], [-0.3, -0.4, -0.1], [-0.2, 1.5, 0.1], [-0.1, -1.2, -0.1], [0.9, -0.8, -0.2], [-1.3, 0.4, -0.5], [0.4, -0.2, 0.1], [0.2, -0.9, -0.2], [-0.5, 0.3, 0.1], [-0.7, 1.1, -0.4], [0.8, 0.0, 0.4], [0.1, 1.2, -0.4], [-1.3, 0.4, 0.5], [0.3, -1.5, -0.9], [1.4, -0.7, 1.1], [0.2, 1.6, -0.3], [-1.2, -0.9, -1.1], [1.3, -0.2, -0.4], [-0.1, -0.1, -0.1], [0.5, 0.2, -0.1], [-0.8, -0.3, -0.4], [1.0, -1.1, -0.5], [-0.6, 0.9, 0.4], [0.5, 0.2, 0.5], [0.2, -1.0, -0.5], [0.1, 0.9, 0.9], [-0.2, 1.0, 0.6], [0.1, -0.1, -0.2], [0.1, 0.0, 0.4], [0.2, 0.2, 0.3], [0.4, 0.3, -0.1], [-0.2, 0.1, 0.1], [0.3, 0.0, 0.1], [0.5, -0.2, -0.1], [0.2, 0.0, 0.2], [-0.3, -0.2, 0.2], [0.3, -0.3, 0.5], [-0.3, 0.3, 0.0], [-0.5, 0.2, 0.3], [-0.3, 0.3, 0.0], [-0.3, 0.0, 0.0], [0.0, 0.0, 0.0], [-0.5, -0.3, 0.1], [0.2, 0.0, -0.3], [0.0, 0.1, 0.2], [0.0, -0.1, -0.1], [0.0, -0.1, -0.1], [0.2, 0.3, 0.2], [0.0, 0.0, 0.0], [0.0, 0.0, 0.0], [0.0, 0.0, 0.0], [0.0, 0.0, 0.0], [0.0, 0.0, 0.0], [-0.2, -0.1, -0.1], [-0.4, 0.5, -0.2], [0.0, -0.3, -0.1], [0.1, 0.1, 0.1], [0.0, 0.1, 0.0], [-0.1, -0.1, -0.1], [0.3, -0.1, 0.2], [0.0, 0.0, 0.0], [0.0, 0.0, 0.0], [0.0, 0.0, 0.0], [0.0, 0.0, 0.0], [0.0, 0.0, 0.0], [0.0, 0.0, -0.1], [0.3, 0.1, 0.2], [-0.1, -0.2, 0.1], [0.0, 0.1, -0.3], [0.1, 0.0, 0.0], [0.0, -0.1, 0.2], [-0.1, 0.1, -0.3], [0.0, 0.0, 0.0], [-0.1, 0.0, 0.0], [0.0, 0.0, 0.0], [0.0, 0.0, 0.0], [-0.1, 0.0, 0.0], [-0.1, 0.0, 0.0], [0.0, -0.3, 0.4], [-0.2, 0.2, -0.1], [0.2, -0.1, -0.1], [0.0, 0.0, 0.1], [-0.1, 0.1, 0.1], [0.2, 0.0, -0.2], [0.0, 0.0, 0.0], [0.0, 0.0, 0.0], [0.0, 0.0, 0.0], [0.0, 0.0, 0.0], [0.0, 0.0, 0.0], [0.0, 0.0, 0.1], [-0.4, 0.1, 0.0], [0.1, -0.1, 0.2], [0.0, 0.1, -0.2], [-0.1, 0.0, 0.0], [0.0, -0.1, 0.2], [0.2, 0.1, -0.2], [0.0, 0.0, 0.0], [0.0, 0.0, 0.0], [0.0, 0.0, 0.0], [0.0, 0.0, 0.0], [0.0, 0.0, 0.0], [0.0, 0.0, 0.0], [0.3, 0.2, 0.1], [-0.1, -0.2, 0.2], [0.0, 0.1, -0.2], [0.1, 0.0, 0.0], [0.0, -0.1, 0.1], [-0.1, 0.1, -0.2], [-0.1, 0.0, -0.1], [-0.1, 0.0, 0.0], [0.0, 0.0, 0.0], [0.0, 0.0, 0.0], [0.0, 0.0, 0.0]],
  "mulliken_charge": [-0.691, -1.062, 0.703, -0.345, 0.659, -0.201, -0.463, -0.327, 0.586, -0.395, 0.372, -1.200, 0.461, -1.196, -0.544, 0.014, -0.286, 0.347, -0.221, -0.184, 0.858, -0.184, 0.016, -0.996, 0.636, -0.433, -0.105, 0.326, 0.300, 0.409, 0.655, -0.058, -0.480, 0.542, 0.257, 0.330, 0.310, -0.102, 0.827, 0.432, 0.506, 0.253, 0.379, 0.343, -0.226, 0.272, -0.227, -0.726, -0.472, -0.564, -0.404, 0.438, 0.378, 0.539, 0.500, 0.476, -0.271, 0.374, -0.370, -0.465, -0.559, -0.509, -0.217, 0.424, 0.387, 0.398, 0.387, 0.425, -0.362, 0.346, -0.556, -0.262, -0.574, -0.434, -0.287, 0.449, 0.398, 0.388, 0.392, 0.513, -0.311, 0.502, -0.576, -0.378, -0.535, -0.423, -0.241, 0.411, 0.365, 0.372, 0.362, 0.447, -0.271, 0.239, -0.509, -0.367, -0.474, -0.498, -0.089, 0.415, 0.362, 0.374, 0.357, 0.466, -0.315, 0.125, -0.306, -0.068, -0.647, -0.392, -0.498, 0.459, 0.344, 0.433, 0.381, 0.434]
}


Record 2
{
  "formula": "C53H48BaN2O7PSeTe",
  "method": "ωB97M-V/def2-TZVPD",
  "spin_multiplicity": 1,
  "e_homo_ev": -5.35,
  "e_above_lowest_kcal_mol": 1.6,
  "homo_lumo_gap_ev": 7.351,
  "total_charge": -1,
  "elements": ["Ba", "C", "C", "C", "C", "C", "O", "C", "C", "C", "C", "C", "C", "C", "O", "C", "C", "C", "N", "C", "C", "Te", "C", "C", "C", "C", "C", "C", "C", "C", "C", "C", "C", "C", "H", "H", "H", "H", "H", "H", "H", "H", "H", "H", "H", "H", "H", "H", "H", "H", "H", "H", "H", "H", "H", "H", "H", "H", "C", "C", "C", "C", "C", "O", "C", "N", "C", "C", "C", "C", "C", "C", "P", "C", "C", "C", "C", "C", "C", "C", "C", "C", "C", "C", "C", "H", "H", "H", "H", "H", "H", "H", "H", "H", "H", "H", "H", "H", "H", "H", "H", "H", "H", "H", "H", "H", "H", "H", "H", "O", "Se", "O", "O", "O"],
  "xyz": [[-0.95928, 0.32995, 0.79551], [-0.05309, 0.00223, -6.85402], [-0.02356, 0.24994, -5.36851], [0.38329, 1.46037, -4.84285], [0.45606, 1.70666, -3.45202], [0.91391, 3.00971, -2.95323], [1.46503, 3.17459, -1.88233], [0.68598, 4.21996, -3.82127], [-0.51944, 4.44004, -4.48162], [-0.71692, 5.60986, -5.20322], [0.29426, 6.55486, -5.28749], [1.49982, 6.34068, -4.63242], [1.69011, 5.18602, -3.88964], [0.11472, 0.65700, -2.53523], [0.19526, 0.76078, -1.26104], [-0.35512, -0.57006, -3.10656], [-0.40872, -0.75271, -4.46869], [-0.77406, -1.68356, -2.21476], [0.05448, -2.54138, -1.75081], [1.46821, -2.38887, -2.05456], [1.91365, -3.13710, -3.31437], [1.16297, -5.13608, -3.53961], [-0.57210, -4.57017, -4.59939], [-0.52432, -4.30736, -5.96593], [-1.65768, -3.86211, -6.63415], [-2.84520, -3.67137, -5.93758], [-2.90025, -3.93813, -4.57539], [-1.76797, -4.39237, -3.91425], [-2.21977, -1.81194, -1.90451], [-2.66861, -2.83399, -1.06313], [-4.01195, -2.93099, -0.74999], [-4.91966, -2.01610, -1.26905], [-4.48417, -1.00365, -2.10835], [-3.13748, -0.89612, -2.42446], [0.14931, 0.92403, -7.40448], [-1.02828, -0.37255, -7.18245], [0.69441, -0.73745, -7.16188], [0.68173, 2.24454, -5.52788], [-1.30624, 3.69585, -4.42204], [-1.66515, 5.78165, -5.70303], [0.14286, 7.46310, -5.86063], [2.29031, 7.08224, -4.69337], [2.61177, 5.01501, -3.34237], [-0.77776, -1.70777, -4.85398], [2.03345, -2.77388, -1.20191], [1.74685, -1.33482, -2.17208], [3.00188, -3.22552, -3.34711], [1.60646, -2.61092, -4.22155], [0.40638, -4.45002, -6.50517], [-1.60791, -3.65362, -7.69802], [-3.72715, -3.30528, -6.45409], [-3.81315, -3.76767, -4.01349], [-1.80356, -4.56866, -2.84240], [-1.94931, -3.50791, -0.62032], [-4.34692, -3.68630, -0.04817], [-5.96298, -2.07107, -0.97905], [-5.18696, -0.27113, -2.48961], [-2.79409, -0.09529, -3.06284], [0.59090, -3.50769, 1.87189], [1.90295, -3.48152, 2.64875], [3.00811, -4.21395, 1.89011], [2.34426, -2.04423, 2.96746], [3.42219, -1.95419, 4.06607], [2.66590, -1.59569, 5.24521], [1.47260, -1.12049, 4.77024], [1.23702, -1.27274, 3.53366], [0.58589, -0.47983, 5.74573], [0.45836, -1.03023, 7.01579], [-0.40379, -0.45833, 7.94027], [-1.12347, 0.67200, 7.60067], [-0.97390, 1.24714, 6.34217], [-0.11783, 0.68303, 5.40215], [0.13566, 1.40199, 3.75259], [-0.56504, 3.08069, 3.91090], [0.18582, 4.22358, 4.19052], [-0.42277, 5.47271, 4.20320], [-1.78029, 5.59006, 3.93620], [-2.53049, 4.45729, 3.65510], [-1.93101, 3.20518, 3.63601], [1.93096, 1.74401, 3.74629], [2.56922, 1.80288, 2.50527], [3.93603, 2.02775, 2.41624], [4.69164, 2.17554, 3.57284], [4.07204, 2.11350, 4.81130], [2.70161, 1.90390, 4.89730], [0.24927, -4.53950, 1.73989], [0.71126, -3.08105, 0.86824], [-0.20223, -2.94821, 2.36999], [1.73996, -3.98718, 3.61001], [3.17776, -3.73404, 0.91797], [2.72281, -5.25181, 1.69370], [3.96199, -4.22762, 2.42872], [2.66939, -1.55736, 2.04178], [4.14702, -1.15845, 3.88252], [3.93908, -2.89000, 4.26821], [1.03107, -1.91640, 7.27014], [-0.51257, -0.90528, 8.92370], [-1.80558, 1.12234, 8.31442], [-1.53447, 2.13552, 6.09373], [1.24376, 4.14713, 4.38868], [0.17054, 6.35598, 4.41555], [-2.25235, 6.56807, 3.94009], [-3.58994, 4.53960, 3.43646], [-2.51128, 2.30777, 3.42356], [2.01263, 1.68977, 1.58326], [4.40238, 2.08089, 1.43713], [5.76226, 2.33987, 3.50799], [4.65366, 2.22924, 5.72070], [2.22444, 1.85255, 5.86923], [-2.73317, 0.17112, 3.44381], [-3.40119, -0.65798, 2.18897], [-4.80686, -1.38202, 2.42955], [-3.48938, 0.46519, 0.92103], [-2.21718, -1.73559, 1.66985]],
  "forces_ev_per_a": [[0.2, -0.1, 0.5], [0.0, 0.0, -0.1], [0.1, 0.1, -0.1], [-0.1, -0.1, 0.4], [-0.2, -0.7, -0.2], [0.0, 0.0, 0.0], [0.1, 0.0, 0.1], [0.0, 0.2, -0.1], [0.0, 0.0, 0.0], [-0.1, 0.0, 0.0], [0.0, 0.1, 0.0], [0.1, 0.0, 0.0], [-0.1, -0.1, 0.0], [0.1, 0.1, -0.6], [0.2, 0.1, -0.3], [0.2, 0.4, -0.4], [-0.1, -0.1, 0.0], [0.4, -0.3, 0.1], [-0.3, 0.1, 0.0], [0.1, 0.0, -0.1], [-0.1, 0.1, 0.0], [0.1, -0.1, 0.0], [0.0, 0.1, 0.0], [0.1, -0.1, -0.1], [0.0, 0.0, 0.0], [-0.1, 0.0, 0.0], [-0.1, 0.0, -0.1], [0.0, 0.0, 0.3], [0.0, 0.0, 0.1], [-0.1, 0.2, 0.0], [0.0, -0.1, 0.1], [-0.1, 0.0, 0.0], [0.0, 0.1, 0.0], [0.0, -0.2, 0.1], [0.0, 0.0, 0.0], [0.1, 0.0, 0.1], [0.0, 0.0, 0.0], [0.0, 0.1, 0.0], [0.1, 0.0, 0.0], [0.1, 0.0, 0.0], [0.0, 0.0, 0.0], [-0.1, -0.1, 0.0], [-0.1, 0.0, -0.1], [0.1, 0.2, 0.0], [-0.1, -0.1, 0.0], [0.0, 0.0, 0.0], [-0.1, 0.0, 0.1], [0.0, 0.0, 0.1], [-0.1, 0.0, 0.0], [0.0, 0.0, 0.1], [0.1, 0.0, 0.0], [0.1, 0.0, 0.0], [0.0, 0.0, -0.2], [0.0, 0.0, 0.0], [0.0, 0.1, 0.0], [0.1, 0.0, 0.0], [0.0, 0.0, 0.0], [0.0, 0.0, -0.1], [-0.1, 0.0, -0.1], [0.0, 0.0, 0.0], [0.0, 0.0, -0.1], [0.2, 0.0, 0.0], [-0.3, 0.0, 0.0], [-0.2, 0.1, 0.0], [0.5, -0.4, -0.4], [-0.1, 0.1, 0.3], [-0.2, 0.2, 0.3], [0.0, 0.0, 0.0], [0.1, -0.2, 0.1], [-0.1, 0.2, -0.1], [0.1, -0.2, 0.1], [0.1, -0.1, 0.2], [-0.2, 0.3, -0.6], [0.0, 0.2, 0.1], [-0.3, 0.0, 0.0], [0.1, 0.0, 0.0], [0.0, 0.1, 0.0], [-0.1, -0.1, 0.0], [0.0, 0.0, 0.0], [0.3, 0.0, 0.1], [0.1, 0.1, 0.1], [0.0, 0.0, 0.0], [0.1, 0.0, -0.1], [0.0, 0.0, 0.2], [0.0, 0.0, -0.1], [0.0, 0.1, 0.0], [0.0, 0.0, 0.0], [0.0, -0.1, 0.0], [0.0, 0.0, 0.0], [0.0, 0.0, 0.1], [0.0, 0.1, 0.0], [-0.1, 0.0, 0.0], [0.1, 0.0, 0.0], [0.0, 0.0, 0.0], [0.0, 0.0, 0.0], [-0.1, 0.1, 0.0], [0.0, 0.1, -0.1], [0.1, 0.0, -0.1], [0.0, 0.1, 0.0], [0.1, 0.0, 0.0], [0.0, 0.0, 0.0], [0.0, -0.1, 0.0], [0.1, 0.0, 0.0], [0.0, 0.1, 0.0], [-0.1, 0.0, 0.0], [0.0, 0.0, 0.1], [-0.1, 0.0, 0.0], [0.0, 0.0, -0.1], [0.0, 0.0, 0.0], [-0.1, -0.1, -0.1], [0.0, 0.0, -0.7], [-0.4, -0.2, 0.3], [0.2, -0.5, 0.7], [-0.4, 0.5, 0.3]],
  "mulliken_charge": [1.267, -1.500, 0.108, -0.577, 0.659, -0.301, -0.601, 0.520, -0.097, -0.766, -0.358, -0.577, -0.366, 0.407, -1.112, -0.672, -0.158, 1.319, 0.007, 0.516, -1.315, 0.196, -0.429, -0.186, -0.513, -0.564, -0.375, -0.184, 1.125, -0.118, -1.180, -0.516, -0.975, -0.617, 0.395, 0.316, 0.284, 0.489, 0.488, 0.372, 0.371, 0.376, 0.380, -0.047, -0.243, 0.122, 0.633, 0.209, 0.402, 0.400, 0.393, 0.360, 0.474, 0.534, 0.401, 0.390, 0.382, 0.438, -1.171, 0.697, -1.498, -0.059, -0.671, -0.440, -0.172, 0.148, 0.166, -0.484, -0.786, -0.715, -1.182, 0.472, 1.220, 0.545, -0.473, -0.684, -0.538, -0.712, -0.461, 0.668, -1.042, -0.581, -0.596, -0.691, -0.068, 0.479, -0.098, 0.311, 0.174, 0.203, 0.405, 0.403, 0.609, 0.193, 0.452, 0.520, 0.366, 0.431, 0.471, 0.377, 0.405, 0.360, 0.452, 0.522, 0.658, 0.448, 0.343, 0.415, 0.447, -0.617, 0.976, -0.747, -0.795, -0.440]
}